1.
The following is a DFT calculation (wB97M-V/def2-TZVPD) of one molecule with the formula C14H19N in a non-equilibrium geometry.

Calculated values
max |F|	2.4	eV Å⁻¹
LUMO	0.847	eV
spin multiplicity	1
SMILES	CC(=C1CCN(C)CC1)c1ccccc1
orbital gap	8.41	eV
relative energy (zero: lowest compared OMol25 entry of this formula, charge and spin)	0.286	eV

Atoms and positions in Å:
C -1.4895 1.0625 2.1095
C -0.6033 0.7721 0.8713
C -0.2162 -0.5180 0.5116
C -0.6329 -1.7643 1.2892
C -1.0219 -2.8641 0.3136
N -0.0057 -3.0837 -0.7218
C 1.0735 -4.0712 -0.5566
C 0.2666 -1.9021 -1.5821
C 0.7267 -0.7744 -0.6686
C -0.1125 1.9934 0.1428
C -1.0183 2.9735 -0.2721
C -0.6051 4.1579 -0.8709
C 0.7811 4.3979 -1.0609
C 1.7114 3.4244 -0.6407
C 1.2613 2.2340 -0.0189
H -1.2773 0.3917 2.9272
H -1.2804 2.0680 2.5042
H -2.5248 1.0750 1.8408
H -1.5493 -1.5626 1.9041
H 0.2047 -2.0955 1.9503
H -1.9908 -2.5910 -0.1500
H -1.1827 -3.7891 0.8669
H 1.3330 -4.4988 -1.5366
H 0.8021 -4.8389 0.1355
H 1.9537 -3.5820 -0.1126
H 1.0594 -2.1166 -2.3581
H -0.6127 -1.5497 -2.1039
H 0.8489 0.0617 -1.2945
H 1.6963 -1.0534 -0.2478
H -2.0522 2.8246 -0.0532
H -1.3766 4.8685 -1.0850
H 1.0713 5.3128 -1.5465
H 2.7906 3.5337 -0.7786
H 1.9715 1.5037 0.2923

And the Löwdin charges, in e, turn out to be:
1. C -0.05
2. C -0.16
3. C -0.15
4. C -0.14
5. C -0.20
6. N -0.23
7. C -0.08
8. C -0.17
9. C -0.15
10. C -0.21
11. C -0.05
12. C -0.07
13. C -0.08
14. C -0.07
15. C -0.04
16. H 0.06
17. H 0.08
18. H 0.07
19. H 0.12
20. H 0.13
21. H 0.12
22. H 0.11
23. H 0.08
24. H 0.07
25. H 0.07
26. H 0.13
27. H 0.11
28. H 0.08
29. H 0.12
30. H 0.10
31. H 0.09
32. H 0.09
33. H 0.10
34. H 0.10

2.
The following is a DFT calculation (wB97M-V/def2-TZVPD) of one molecule with the formula C14H19N3O4 in a non-equilibrium geometry.

Calculated values
max |F|	2.8	eV Å⁻¹
LUMO	0.441	eV
spin multiplicity	1
SMILES	NC(=O)CC[C@H](N)C(=O)N[C@@H](Cc1ccccc1)C(=O)O
orbital gap	9.93	eV
relative energy (zero: lowest compared OMol25 entry of this formula, charge and spin)	0.510	eV

Atoms and positions in Å:
N -3.2091 -0.3195 -1.1975
C -2.0690 -1.0049 -1.4937
O -1.1577 -0.4895 -2.1237
C -1.9147 -2.3558 -0.9275
C -1.1247 -2.3902 0.3852
C -1.5653 -1.4412 1.4645
N -2.9922 -1.4266 1.5778
C -1.1407 0.0306 1.3774
O -1.7158 0.8906 1.9978
N -0.0266 0.2706 0.6129
C 0.3552 1.6401 0.4022
C 1.5945 1.6932 -0.5834
C 2.5737 0.5901 -0.3714
C 3.3312 0.5613 0.8426
C 4.1735 -0.4949 1.0610
C 4.2898 -1.5900 0.1892
C 3.4415 -1.5667 -0.8982
C 2.6652 -0.4860 -1.2037
C -0.7282 2.5724 -0.1672
O -0.9468 3.6888 0.2240
O -1.3822 2.0612 -1.2278
H -3.7143 -0.5351 -0.3274
H -3.1107 0.6622 -1.3094
H -2.9311 -2.7512 -0.7104
H -1.4751 -2.9931 -1.6687
H -0.0329 -2.2477 0.1832
H -1.1630 -3.4121 0.8422
H -1.1970 -1.7770 2.4011
H -3.2933 -2.3184 2.0586
H -3.2243 -0.6806 2.2534
H 0.3588 -0.4237 -0.0188
H 0.7322 1.9091 1.3729
H 1.2596 1.6068 -1.6552
H 2.0389 2.7030 -0.4433
H 3.3404 1.3715 1.5398
H 4.8154 -0.3772 1.9241
H 4.9909 -2.3955 0.3907
H 3.5553 -2.3762 -1.6173
H 2.0394 -0.5891 -2.0647
H -1.0646 1.1949 -1.5276

And the Löwdin charges, in e, turn out to be:
1. N 0.20
2. C -0.54
3. O 0.03
4. C -0.11
5. C -0.14
6. C -0.34
7. N 0.03
8. C -0.42
9. O 0.11
10. N 0.12
11. C -0.20
12. C -0.07
13. C -0.24
14. C -0.03
15. C -0.09
16. C -0.07
17. C -0.10
18. C -0.07
19. C -0.48
20. O 0.13
21. O 0.10
22. H 0.10
23. H 0.09
24. H 0.13
25. H 0.12
26. H 0.12
27. H 0.13
28. H 0.14
29. H 0.12
30. H 0.09
31. H 0.11
32. H 0.15
33. H 0.14
34. H 0.14
35. H 0.11
36. H 0.10
37. H 0.10
38. H 0.11
39. H 0.11
40. H 0.05

3.
The following is a DFT calculation (wB97M-V/def2-TZVPD) of one molecule with the formula C14H19N3O6.

Calculated values
max |F|	0.9	eV Å⁻¹
LUMO	0.692	eV
spin multiplicity	1
SMILES	COCCNC(=O)C(=O)NNC(=O)COc1ccc(OC)cc1
orbital gap	8.84	eV
relative energy (zero: lowest compared OMol25 entry of this formula, charge and spin)	1.375	eV

Atoms and positions in Å:
C -4.8137 -1.3208 1.2325
O -4.0799 -0.2078 0.7914
C -4.6071 0.3675 -0.3804
C -3.8782 1.6755 -0.6760
N -2.4842 1.4573 -0.9583
C -1.4891 2.1103 -0.3492
O -1.5988 3.0163 0.4539
C -0.1278 1.5705 -0.7829
O 0.0056 0.6779 -1.6052
N 0.8936 2.2010 -0.1834
N 2.1879 1.7178 -0.3247
C 3.0190 1.6312 0.7472
O 2.8617 2.2782 1.7578
C 4.1911 0.6726 0.5314
O 3.9284 -0.3499 -0.3960
C 2.8063 -1.1332 -0.2041
C 1.9932 -1.0938 0.9169
C 0.8278 -1.8447 0.9642
C 0.4690 -2.6542 -0.1036
O -0.6699 -3.4002 -0.1701
C -1.6093 -3.2719 0.8698
C 1.3189 -2.7303 -1.2089
C 2.4679 -1.9775 -1.2610
H -4.8081 -2.1246 0.4857
H -5.8545 -1.0485 1.4472
H -4.3359 -1.6693 2.1454
H -4.4948 -0.3295 -1.2275
H -5.6799 0.5782 -0.2516
H -3.9221 2.3335 0.1953
H -4.3640 2.1664 -1.5272
H -2.2121 0.7080 -1.5837
H 0.7335 2.8512 0.5802
H 2.2540 1.0548 -1.0928
H 4.4825 0.2750 1.5126
H 5.0405 1.2273 0.1211
H 2.2342 -0.4716 1.7652
H 0.2079 -1.7691 1.8431
H -2.4492 -3.9050 0.5868
H -1.9506 -2.2370 0.9755
H -1.2041 -3.6223 1.8250
H 1.0414 -3.3731 -2.0283
H 3.1153 -2.0115 -2.1225

And the Löwdin charges, in e, turn out to be:
1. C -0.12
2. O -0.19
3. C -0.22
4. C -0.14
5. N 0.09
6. C -0.41
7. O 0.08
8. C -0.38
9. O 0.08
10. N 0.13
11. N 0.11
12. C -0.48
13. O 0.09
14. C -0.10
15. O -0.05
16. C -0.28
17. C -0.01
18. C -0.01
19. C -0.28
20. O -0.08
21. C -0.09
22. C 0.01
23. C 0.00
24. H 0.09
25. H 0.09
26. H 0.09
27. H 0.13
28. H 0.13
29. H 0.13
30. H 0.13
31. H 0.14
32. H 0.16
33. H 0.15
34. H 0.14
35. H 0.14
36. H 0.12
37. H 0.11
38. H 0.09
39. H 0.08
40. H 0.10
41. H 0.12
42. H 0.12

4.
The following is a DFT calculation (wB97M-V/def2-TZVPD) of a 2-piece molecular cluster, C14H19N4 overall in a non-equilibrium geometry.

Calculated values
max |F|	1.2	eV Å⁻¹
LUMO	-4.095	eV
spin multiplicity	1
orbital gap	7.70	eV
relative energy (zero: lowest compared OMol25 entry of this formula, charge and spin)	0.000	eV
total charge	+1

Atoms and positions in Å:
C 3.0595 1.0530 -0.4722
C 2.3750 1.3787 0.8577
N 0.9971 0.8564 0.9117
C -0.0174 1.5622 0.2963
C 0.0938 2.8900 -0.1525
C -0.9720 3.4820 -0.7463
N -2.1282 2.8074 -0.9104
C -2.2951 1.5255 -0.5041
C -3.6262 0.8952 -0.7426
C -4.6950 1.3907 0.2181
N -5.7310 0.6958 0.3729
C -1.2422 0.8992 0.0944
H 2.5399 0.2433 -0.9801
H 3.1390 1.9169 -1.1275
H 4.0723 0.7022 -0.2853
H 2.4366 2.4439 1.0843
H 2.9146 0.8801 1.6590
H 0.7505 0.6208 1.8657
H 1.0054 3.4519 -0.0367
H -0.9514 4.5025 -1.0950
H -2.9058 3.2799 -1.3508
H -3.5716 -0.1846 -0.6504
H -3.9637 1.1381 -1.7531
H -4.5382 2.3438 0.7327
H -6.3871 1.1309 1.0183
H -1.3495 -0.1265 0.4140
N 3.3979 -4.1363 -0.3482
C 2.4683 -5.0842 -0.2623
C 1.1601 -4.8431 0.1347
C 0.8010 -3.5467 0.4615
C 1.7588 -2.5469 0.3771
C 3.0374 -2.8966 -0.0319
H 2.7897 -6.0858 -0.5237
H 0.4467 -5.6536 0.1863
H -0.2100 -3.3217 0.7794
H 1.5230 -1.5181 0.6213
H 3.8179 -2.1466 -0.1124

And the Löwdin charges, in e, turn out to be:
1. C -0.07
2. C -0.23
3. N 0.02
4. C -0.20
5. C 0.04
6. C -0.01
7. N 0.14
8. C -0.21
9. C -0.09
10. C -0.23
11. N 0.12
12. C 0.08
13. H 0.07
14. H 0.07
15. H 0.08
16. H 0.11
17. H 0.12
18. H 0.15
19. H 0.12
20. H 0.15
21. H 0.18
22. H 0.13
23. H 0.14
24. H 0.12
25. H 0.07
26. H 0.14
27. N 0.06
28. C -0.14
29. C -0.07
30. C -0.09
31. C -0.08
32. C -0.16
33. H 0.11
34. H 0.10
35. H 0.10
36. H 0.06
37. H 0.10

5.
The following is a DFT calculation (wB97M-V/def2-TZVPD) of C14H19N5O5S5SbTl as an isolated structure.

Calculated values
max |F|	0.5	eV Å⁻¹
LUMO	2.668	eV
spin multiplicity	1
orbital gap	4.04	eV
relative energy (zero: lowest compared OMol25 entry of this formula, charge and spin)	0.000	eV
total charge	-2

Atoms and positions in Å:
Tl -2.2552 -2.5731 -0.2198
S -6.4775 -0.3865 -2.8768
Sb -5.4208 -0.9246 -0.9084
S -5.0517 -3.2356 -0.5987
S -3.1836 -0.0673 -0.8741
S -6.5379 -0.0576 0.9415
N -6.3975 -1.3874 3.8686
C -5.3998 -1.3698 4.7607
O -5.5665 -1.3884 5.9809
C -4.0054 -1.3700 4.1917
C -2.9375 -1.2210 5.0621
C -1.6450 -1.2539 4.5626
C -1.4751 -1.4578 3.2022
N -2.4912 -1.6168 2.3627
C -3.7328 -1.5635 2.8407
H -7.3326 -1.3526 4.2385
H -6.2998 -1.1343 2.8698
H -3.1468 -1.0967 6.1169
H -0.7872 -1.1421 5.2150
H -0.4831 -1.5088 2.7593
H -4.5264 -1.6910 2.1063
C 3.6733 5.0298 -2.8014
C 3.2096 3.6902 -2.2366
S 4.6374 2.6438 -2.0223
O 5.2000 2.3769 -3.3259
O 5.4683 3.2363 -1.0037
C 3.9641 1.1356 -1.3774
C 3.2109 0.3470 -2.4519
N 2.4514 -0.7487 -1.8667
C 1.1250 -0.7033 -1.5866
N 0.6959 -1.8399 -1.0566
C 1.7607 -2.6574 -0.9846
C 2.8667 -2.0136 -1.4755
N 4.2013 -2.4869 -1.5340
O 5.0794 -1.7114 -1.9112
O 4.4038 -3.6418 -1.1977
C 0.2596 0.4813 -1.8297
H 2.8201 5.6899 -2.9453
H 4.1751 4.8825 -3.7574
H 4.3772 5.5056 -2.1192
H 2.5303 3.1772 -2.9178
H 2.7486 3.7909 -1.2531
H 3.3128 1.4203 -0.5491
H 4.8153 0.5631 -1.0115
H 3.9139 -0.0356 -3.1824
H 2.4927 0.9815 -2.9613
H 1.6977 -3.6625 -0.5965
H 0.3797 0.8774 -2.8398
H 0.4707 1.2785 -1.1105
H -0.7881 0.1923 -1.6962

And the Löwdin charges, in e, turn out to be:
1. Tl 0.23
2. S -0.40
3. Sb -0.29
4. S -0.35
5. S -0.29
6. S -0.24
7. N 0.16
8. C -0.51
9. O -0.01
10. C -0.11
11. C -0.02
12. C -0.07
13. C -0.16
14. N -0.02
15. C -0.08
16. H 0.10
17. H -0.08
18. H 0.11
19. H 0.09
20. H 0.10
21. H 0.04
22. C -0.12
23. C -0.30
24. S 0.63
25. O -0.31
26. O -0.32
27. C -0.21
28. C -0.14
29. N 0.04
30. C -0.31
31. N 0.09
32. C -0.04
33. C -0.15
34. N -0.34
35. O 0.04
36. O 0.07
37. C 0.00
38. H 0.08
39. H 0.08
40. H 0.08
41. H 0.10
42. H 0.11
43. H 0.12
44. H 0.10
45. H 0.12
46. H 0.10
47. H 0.12
48. H 0.08
49. H 0.09
50. H -0.02

6.
The following is a DFT calculation (wB97M-V/def2-TZVPD) of one molecule with the formula C14H19NO3.

Calculated values
max |F|	0.7	eV Å⁻¹
LUMO	0.554	eV
spin multiplicity	1
SMILES	CC(C)c1ccccc1NC(=O)CCCC(=O)O
orbital gap	9.21	eV
relative energy (zero: lowest compared OMol25 entry of this formula, charge and spin)	0.157	eV

Atoms and positions in Å:
C -0.4487 -1.5737 -1.6406
C -1.4196 -1.6817 -0.4574
C -2.4429 -2.7807 -0.7336
C -2.0262 -0.3223 -0.1945
C -3.3421 -0.0279 -0.5329
C -3.8742 1.2387 -0.3733
C -3.0867 2.2612 0.1237
C -1.7789 1.9932 0.4754
C -1.2503 0.7138 0.3380
N 0.1067 0.5463 0.7115
C 0.5920 -0.3031 1.6490
O -0.0743 -1.1319 2.2322
C 2.0940 -0.1619 1.8677
C 2.8726 -0.9967 0.8314
C 3.8126 -0.1532 -0.0461
C 3.0292 0.7539 -0.9559
O 2.4027 1.7246 -0.6090
O 3.0718 0.3523 -2.2257
H 0.0449 -2.5280 -1.8129
H -0.9905 -1.2978 -2.5440
H 0.3119 -0.8190 -1.4548
H -0.8630 -1.9775 0.4353
H -2.9542 -2.6210 -1.6809
H -3.1772 -2.8317 0.0663
H -1.9332 -3.7405 -0.7870
H -3.9714 -0.8016 -0.9417
H -4.9013 1.4280 -0.6483
H -3.4866 3.2572 0.2408
H -1.1484 2.7784 0.8683
H 0.7211 1.2949 0.4130
H 2.3817 0.8868 1.8018
H 2.3104 -0.5204 2.8738
H 2.1751 -1.5371 0.1879
H 3.4798 -1.7430 1.3438
H 4.4274 -0.8087 -0.6623
H 4.4538 0.4561 0.5926
H 2.5423 0.9323 -2.7968

And the Löwdin charges, in e, turn out to be:
1. C -0.05
2. C -0.36
3. C -0.08
4. C -0.13
5. C -0.03
6. C -0.08
7. C -0.09
8. C -0.02
9. C -0.17
10. N 0.13
11. C -0.49
12. O 0.07
13. C -0.09
14. C -0.15
15. C -0.09
16. C -0.53
17. O 0.08
18. O 0.12
19. H 0.08
20. H 0.09
21. H 0.05
22. H 0.11
23. H 0.08
24. H 0.08
25. H 0.08
26. H 0.10
27. H 0.10
28. H 0.10
29. H 0.11
30. H 0.11
31. H 0.11
32. H 0.12
33. H 0.12
34. H 0.12
35. H 0.12
36. H 0.13
37. H 0.14